Record 1
# C46H92Cl4O31

13 unconnected molecules or ions with the total composition C46H92Cl4O31 (ωB97M-V/def2-TZVPD, the Open Molecules 2025 dataset).

```
173
Properties=species:S:1:pos:R:3:mulliken_charge:R:1
C 2.406 0.062 5.194 -0.156
Cl 3.469 0.556 3.877 -0.095
Cl 3.023 0.628 6.756 -0.174
H 1.414 0.476 5.071 0.035
H 2.368 -1.019 5.173 0.413
C -3.886 -4.360 1.537 1.189
Cl -4.413 -4.636 3.214 -0.203
Cl -4.440 -5.709 0.535 -0.221
H -4.342 -3.428 1.220 -0.637
H -2.812 -4.266 1.478 -0.104
C 1.163 -1.095 -3.886 1.430
C 2.590 -0.564 -4.108 -1.488
O 3.129 -0.322 -2.824 0.427
C 4.191 0.453 -2.733 -0.020
O 4.824 0.938 -3.629 -0.638
O 4.369 0.675 -1.444 0.380
C 5.439 1.467 -0.974 -1.049
H 0.779 -0.429 -3.107 -0.919
H 1.276 -2.114 -3.533 -0.856
H 0.536 -0.936 -4.758 0.560
H 2.674 0.277 -4.796 0.518
H 3.150 -1.353 -4.628 0.407
H 6.346 1.391 -1.576 0.372
H 5.603 1.086 0.025 0.251
H 5.188 2.528 -1.037 0.329
C -1.518 -3.575 -3.781 -0.582
C -2.138 -2.217 -4.036 0.683
O -3.562 -2.308 -3.858 -0.210
C -4.347 -2.105 -4.881 0.763
O -4.037 -1.649 -5.939 -0.620
O -5.574 -2.363 -4.483 -0.218
C -6.606 -2.536 -5.480 -0.809
H -0.463 -3.534 -3.520 -0.622
H -1.614 -4.222 -4.651 0.476
H -2.032 -4.002 -2.917 0.308
H -1.951 -1.929 -5.077 0.565
H -1.735 -1.412 -3.430 -0.450
H -7.495 -2.065 -5.079 0.209
H -6.761 -3.615 -5.514 0.282
H -6.269 -2.162 -6.441 0.381
C 4.484 -6.553 -6.068 -1.113
C 3.845 -5.163 -6.092 -0.310
O 3.759 -4.552 -4.782 -0.233
C 2.730 -4.907 -4.031 0.364
O 1.967 -5.789 -4.256 -0.572
O 2.633 -4.062 -3.019 0.202
C 1.719 -4.291 -1.955 -0.728
H 4.378 -7.052 -5.108 0.313
H 5.536 -6.554 -6.352 0.314
H 3.969 -7.169 -6.811 0.326
H 2.845 -5.175 -6.534 0.312
H 4.408 -4.467 -6.716 0.398
H 2.117 -5.060 -1.297 0.523
H 0.740 -4.613 -2.306 0.391
H 1.657 -3.332 -1.454 -0.025
C 2.247 3.553 -2.698 -1.258
C 1.284 2.425 -3.069 1.284
O 0.090 3.004 -3.589 -0.432
C -1.004 2.267 -3.576 0.197
O -1.110 1.169 -3.170 0.253
O -1.989 3.017 -4.054 -0.454
C -3.249 2.365 -4.249 -0.292
H 1.970 3.983 -1.727 0.109
H 2.203 4.387 -3.400 0.413
H 3.277 3.222 -2.571 0.241
H 1.117 1.853 -2.152 -0.396
H 1.812 1.781 -3.775 -0.192
H -3.775 2.202 -3.314 -0.141
H -3.078 1.466 -4.845 0.280
H -3.862 2.997 -4.890 0.307
C 2.651 4.020 8.756 -0.922
C 2.113 5.095 7.828 -0.236
O 1.104 4.578 6.958 -0.411
C 1.458 4.088 5.780 0.771
O 2.595 3.966 5.354 -0.516
O 0.363 3.752 5.112 -0.467
C 0.501 3.289 3.771 0.873
H 1.808 3.652 9.348 0.294
H 3.328 4.504 9.459 0.368
H 3.074 3.193 8.197 0.146
H 2.932 5.516 7.237 0.284
H 1.667 5.919 8.380 0.344
H -0.462 2.874 3.476 -0.200
H 1.238 2.493 3.715 -0.017
H 0.694 4.091 3.062 -0.363
C -1.401 4.448 -0.097 -1.158
C -2.097 3.118 -0.229 1.222
O -3.337 3.036 0.520 -0.429
C -3.430 2.572 1.774 0.569
O -2.599 2.106 2.503 -0.307
O -4.683 2.824 2.192 -0.254
C -4.966 2.729 3.558 -0.671
H -0.621 4.438 0.667 0.068
H -2.119 5.196 0.258 0.403
H -0.992 4.830 -1.029 0.436
H -1.473 2.231 -0.147 -0.110
H -2.516 3.098 -1.242 -0.558
H -4.746 3.640 4.105 0.301
H -4.429 1.893 4.020 0.160
H -5.994 2.397 3.701 0.302
C 5.064 -2.852 2.595 -1.565
C 3.910 -2.353 1.764 0.520
O 3.996 -2.804 0.396 -0.120
C 4.987 -2.380 -0.338 0.883
O 5.810 -1.595 0.017 -0.641
O 4.982 -3.018 -1.493 -0.194
C 6.112 -2.761 -2.308 -0.654
H 5.994 -2.346 2.321 0.380
H 5.225 -3.921 2.512 0.373
H 4.922 -2.444 3.602 0.363
H 3.824 -1.271 1.756 -0.080
H 2.994 -2.794 2.135 0.084
H 6.305 -1.691 -2.402 0.266
H 5.921 -3.163 -3.298 0.059
H 7.005 -3.225 -1.886 0.312
C -3.591 -1.087 5.044 -1.500
C -3.033 -1.082 3.624 0.350
O -2.532 -2.331 3.221 0.121
C -1.394 -2.749 3.701 0.699
O -0.585 -2.088 4.261 -0.662
O -1.252 -4.008 3.356 -0.184
C -0.115 -4.718 3.766 -0.669
H -4.091 -2.038 5.234 0.296
H -4.268 -0.255 5.214 0.376
H -2.774 -1.044 5.772 0.317
H -2.406 -0.206 3.459 0.003
H -3.919 -0.924 2.999 0.122
H -0.306 -5.778 3.634 0.268
H 0.205 -4.507 4.786 0.306
H 0.728 -4.467 3.121 0.149
C -6.744 2.052 -0.516 -1.509
C -5.733 1.151 -1.227 1.487
O -6.391 -0.083 -1.530 -0.340
C -6.214 -1.149 -0.794 0.764
O -5.619 -1.219 0.235 -0.566
O -6.920 -2.077 -1.386 -0.341
C -7.064 -3.331 -0.756 -0.275
H -7.696 1.883 -1.018 0.475
H -6.434 3.093 -0.524 0.351
H -6.852 1.690 0.507 0.270
H -4.877 0.972 -0.587 -0.428
H -5.497 1.616 -2.180 -0.244
H -7.704 -3.235 0.121 0.335
H -6.146 -3.768 -0.354 -0.124
H -7.397 -4.065 -1.479 0.288
O -1.042 -2.350 -0.543 -0.596
C -1.380 -1.196 -0.524 0.171
O -0.590 -0.180 -0.224 0.603
C 0.813 -0.386 0.081 0.279
C 1.276 0.533 1.165 -0.289
C -2.724 -0.737 -1.002 0.714
H 1.339 -0.179 -0.855 -0.957
H 0.983 -1.422 0.375 0.500
H 2.312 0.251 1.348 -0.224
H 0.795 0.340 2.126 0.195
H 1.157 1.597 0.964 0.134
H -3.343 -1.618 -1.138 0.153
H -2.477 -0.248 -1.942 -0.662
H -3.265 -0.107 -0.304 -0.117
O 2.834 3.899 1.508 -0.190
C 3.772 4.586 1.880 0.786
O 3.689 5.865 2.239 -0.409
C 2.403 6.485 2.338 0.206
C 1.747 6.661 0.987 -0.829
C 5.178 4.072 1.891 -0.933
H 2.578 7.454 2.797 0.354
H 1.768 5.908 3.010 -0.195
H 0.850 7.276 1.082 0.408
H 1.548 5.689 0.547 -0.093
H 2.387 7.202 0.285 0.346
H 5.313 3.243 1.208 -0.068
H 5.420 3.739 2.904 0.285
H 5.904 4.845 1.635 0.398
```

Properties
E	-162758.087	eV
frontier orbital gap	10.652	eV
charge	0
maximum force	2.709	eV/Å

---

Record 2
# C46H95BN13O16S

11 unconnected molecules or ions with the total composition C46H95BN13O16S (ωB97M-V/def2-TZVPD, the Open Molecules 2025 dataset).

```
172
Properties=species:S:1:pos:R:3:mulliken_charge:R:1
O 2.314 3.193 4.782 -0.723
C 2.253 4.076 3.810 0.668
N 1.939 5.008 2.910 -0.648
B 1.474 4.399 1.578 1.111
C 0.033 3.558 1.721 -0.408
C -1.131 4.379 2.493 0.187
C -2.066 5.332 1.573 -0.614
C -2.432 4.762 0.100 0.301
C -3.630 3.664 0.059 -0.885
C -3.420 2.376 1.026 0.106
C -4.243 1.130 0.309 -0.592
S -4.609 -0.193 1.626 -0.177
C -3.107 -0.051 2.750 0.247
N -1.892 -0.623 2.129 -0.026
N -0.928 -0.374 3.081 -0.400
C -1.517 0.315 4.279 -0.004
O -2.959 0.543 4.059 -0.269
C 1.146 5.718 0.595 -0.028
C 2.467 6.338 -0.121 -0.588
O 3.597 6.598 0.778 -0.235
C 4.782 6.645 -0.093 0.193
O 5.938 7.109 0.357 -0.558
C 2.625 3.536 0.781 -0.416
C 2.729 1.968 1.186 -0.141
O 3.558 1.310 0.148 -0.328
C 2.855 0.221 -0.492 0.207
O 1.686 0.274 -1.060 -0.486
H 0.306 2.641 2.417 -0.210
H -0.294 3.073 0.708 0.242
H -0.666 5.070 3.329 -0.337
H -1.813 3.623 3.073 0.133
H -3.092 5.551 2.111 0.434
H -1.574 6.386 1.426 0.187
H -2.824 5.688 -0.517 -0.363
H -1.501 4.383 -0.516 0.162
H -3.654 3.248 -1.045 0.320
H -4.649 4.197 0.214 0.266
H -2.312 2.116 1.236 -0.029
H -3.984 2.609 2.031 0.199
H -5.209 1.498 -0.225 0.412
H -3.477 0.665 -0.452 0.378
H -0.906 0.653 5.202 0.333
H 0.380 5.472 -0.239 -0.131
H 0.745 6.553 1.325 -0.086
H 2.158 7.382 -0.570 0.330
H 2.726 5.655 -1.031 0.274
H 4.777 6.316 -1.207 0.290
H 3.709 3.984 0.883 -0.023
H 2.348 3.563 -0.363 0.030
H 3.312 1.886 2.185 0.101
H 1.721 1.404 1.258 0.229
H 3.431 -0.805 -0.552 0.300
C -2.326 -4.897 -1.746 -0.874
C -2.341 -3.588 -1.005 0.696
O -2.546 -2.519 -1.576 -0.722
N -2.120 -3.607 0.338 0.186
C -1.862 -4.746 1.190 -0.852
H -2.518 -4.717 -2.806 0.209
H -1.347 -5.372 -1.649 0.380
H -3.108 -5.556 -1.361 0.061
H -2.146 -2.687 0.762 0.131
H -2.640 -4.779 1.957 0.218
H -0.893 -4.597 1.671 0.350
H -1.854 -5.685 0.637 0.322
C 8.102 8.660 1.228 -1.120
C 9.599 8.531 1.300 0.722
O 10.304 8.544 0.295 -0.671
N 10.174 8.397 2.528 -0.163
C 9.531 8.359 3.821 -0.785
H 7.797 8.758 0.184 0.246
H 7.628 7.768 1.643 0.396
H 7.776 9.551 1.769 0.356
H 11.183 8.317 2.491 0.224
H 9.930 9.179 4.424 0.270
H 9.784 7.409 4.299 0.268
H 8.448 8.453 3.749 0.320
C 2.281 -6.484 2.902 -1.138
C 1.378 -5.413 3.449 0.679
O 0.199 -5.321 3.118 -0.730
N 1.901 -4.524 4.338 -0.101
C 3.250 -4.458 4.853 -0.598
H 1.718 -7.111 2.207 0.277
H 3.115 -6.031 2.360 0.329
H 2.651 -7.114 3.714 0.325
H 1.230 -3.836 4.658 0.210
H 3.203 -4.553 5.941 0.262
H 3.663 -3.479 4.597 0.299
H 3.889 -5.241 4.446 0.194
C 7.686 -7.171 4.588 -1.316
C 6.786 -6.099 5.137 0.733
O 5.607 -6.006 4.808 -0.591
N 7.312 -5.211 6.026 -0.157
C 8.661 -5.146 6.540 -0.864
H 7.122 -7.797 3.894 0.284
H 8.520 -6.720 4.045 0.350
H 8.057 -7.802 5.399 0.354
H 6.642 -4.522 6.348 0.228
H 8.616 -5.242 7.627 0.283
H 9.075 -4.168 6.284 0.287
H 9.298 -5.930 6.131 0.339
C -1.338 6.321 6.282 -1.409
C -0.525 7.345 5.540 0.873
O -0.853 7.762 4.434 -0.651
N 0.611 7.816 6.129 -0.166
C 1.170 7.460 7.413 -0.852
H -2.210 6.047 5.683 0.299
H -0.742 5.422 6.455 0.345
H -1.688 6.735 7.231 0.475
H 1.100 8.500 5.566 0.233
H 1.237 8.367 8.018 0.291
H 2.175 7.065 7.248 0.280
H 0.568 6.717 7.936 0.324
C -4.002 9.572 -0.924 -1.322
C -3.707 8.375 -1.785 0.756
O -3.769 7.229 -1.350 -0.684
N -3.361 8.587 -3.085 -0.156
C -3.231 9.844 -3.786 -0.862
H -4.262 9.238 0.084 0.269
H -3.121 10.214 -0.858 0.372
H -4.850 10.128 -1.332 0.386
H -3.178 7.732 -3.596 0.234
H -3.922 9.835 -4.632 0.289
H -2.208 9.920 -4.162 0.282
H -3.448 10.699 -3.147 0.328
C -2.931 -6.662 -5.410 -1.014
C -1.597 -7.035 -4.826 0.427
O -1.387 -7.013 -3.616 -0.733
N -0.602 -7.407 -5.679 -0.076
C -0.644 -7.498 -7.120 -0.767
H -3.616 -6.389 -4.603 0.220
H -2.822 -5.802 -6.075 0.380
H -3.356 -7.510 -5.951 0.529
H 0.262 -7.642 -5.208 0.265
H -0.406 -8.527 -7.403 0.306
H 0.121 -6.832 -7.523 0.278
H -1.617 -7.224 -7.526 0.241
C -6.192 -4.532 -6.781 -1.311
C -6.256 -6.035 -6.782 0.841
O -5.255 -6.729 -6.935 -0.657
N -7.470 -6.627 -6.605 -0.166
C -8.755 -5.998 -6.409 -0.864
H -5.158 -4.214 -6.933 0.254
H -6.800 -4.130 -7.595 0.417
H -6.535 -4.142 -5.820 0.345
H -7.427 -7.638 -6.618 0.233
H -9.158 -6.337 -5.452 0.276
H -9.420 -6.326 -7.212 0.299
H -8.689 -4.910 -6.412 0.326
C 0.641 -3.556 -5.699 -1.019
C 0.735 -3.723 -7.190 0.780
O 0.319 -4.729 -7.761 -0.660
N 1.300 -2.719 -7.916 -0.192
C 1.846 -1.467 -7.443 -0.837
H 0.167 -4.440 -5.264 -0.002
H 1.641 -3.455 -5.269 0.380
H 0.031 -2.683 -5.456 0.397
H 1.325 -2.908 -8.910 0.244
H 1.300 -0.654 -7.927 0.276
H 2.896 -1.419 -7.742 0.274
H 1.770 -1.364 -6.361 0.324
C -5.866 -8.702 -2.656 -1.316
C -5.882 -7.393 -1.915 0.908
O -6.088 -6.325 -2.485 -0.671
N -5.661 -7.411 -0.571 -0.147
C -5.402 -8.548 0.281 -0.873
H -6.058 -8.520 -3.716 0.163
H -4.886 -9.176 -2.559 0.353
H -6.648 -9.361 -2.272 0.450
H -5.688 -6.491 -0.149 0.249
H -6.180 -8.583 1.048 0.306
H -4.433 -8.399 0.762 0.264
H -5.394 -9.487 -0.272 0.329
```

Properties
E	-112881.027	eV
frontier orbital gap	6.887	eV
charge	-1
maximum force	9.742	eV/Å

---

Q: The lowest frontier orbital gap belongs to which entry?
A: C46H95BN13O16S

---

Q: Which formula does entry 2 have?
A: C46H95BN13O16S

---

Q: What is the charge in the first record?
A: 0